1.
DFT (wB97M-V/def2-TZVPD) results for one molecule with the formula C5H8N2S2.

The calculation puts the energy relative to the best compared isomer or geometry (same formula, charge and spin) at 0.710 eV. For the HOMO-LUMO gap, the calculation gives 9.4 eV. The calculation puts the electronic energy at -1101.16000 Ha. The HOMO energy is -8.9127 eV. As for the SMILES: SC[C@@H](S)n1ccnc1.

Each line ends with the natural charge from an NBO analysis.
CARTESIAN COORDINATES (ANGSTROEM)
S -1.400 -0.565 -2.166  -0.012
S -1.507 0.111 2.023  -0.019
N 0.581 0.525 0.193  -0.367
N 2.537 1.125 -0.663  -0.455
C 2.710 0.007 0.055  -0.089
C -0.991 0.364 0.284  -0.135
C 1.536 -0.342 0.633  -0.126
C -1.412 -0.942 -0.461  -0.583
C 1.273 1.384 -0.602  0.165
H 3.712 -0.371 0.362  0.209
H -1.289 1.245 -0.309  0.232
H 1.219 -1.041 1.267  0.206
H -0.575 1.026 2.444  0.152
H -0.574 -1.678 -0.249  0.250
H -2.336 -1.264 -0.143  0.230
H -0.069 -0.975 -2.379  0.151
H 0.832 2.204 -1.069  0.191

=====

2.
DFT (wB97M-V/def2-TZVPD) results for an isolated ion of composition C5H8N3O and charge +1.

The calculation puts the energy relative to the best compared isomer or geometry (same formula, charge and spin) at 4.602 eV. The charge is +1. For the HOMO-LUMO gap (alpha / beta), the calculation gives 7.5 / 7.5 eV. The calculation puts the electronic energy at -434.42698 Ha. The HOMO energy (alpha / beta) is -14.7316 / -14.7323 eV. As for the SMILES: CC(C)=NCN=[N+]=C=O.

Each line ends with the natural charge from an NBO analysis.
CARTESIAN COORDINATES (ANGSTROEM)
O 3.156 0.521 -0.713  -0.276
N 0.766 2.702 0.472  0.167
N 0.070 0.548 -0.390  -0.525
N 1.890 2.302 0.112  -0.227
C -0.352 -0.628 -0.180  0.442
C -0.306 1.705 0.361  -0.197
C 2.325 1.207 -0.347  0.915
C -0.024 -1.683 -1.137  -0.687
C -1.277 -1.013 1.000  -0.692
H -0.982 -2.011 1.431  0.268
H -0.758 1.338 1.275  0.276
H -1.300 -0.177 1.737  0.211
H -0.993 -2.257 -1.596  0.280
H 0.724 -1.276 -1.861  0.248
H 0.491 -2.418 -0.606  0.250
H -2.257 -1.137 0.564  0.262
H -1.173 2.279 -0.122  0.285